{
  "formula": "C4H8O2",
  "method": "ωB97M-V/def2-TZVPD",
  "gap_ev": 10.5,
  "smiles": "CO[C@H]1C[C@H]1O",
  "e_above_lowest_kj_mol": 291.7,
  "homo_energy_ha": -0.3468,
  "elements": ["C", "O", "C", "C", "C", "O", "H", "H", "H", "H", "H", "H", "H", "H"],
  "positions_angstrom": [[2.0392, -0.4915, -0.4858], [1.1782, 0.0255, 0.4997], [0.0215, 0.4612, -0.0973], [-1.1806, -0.3829, -0.3651], [-1.2195, 0.8487, 0.6078], [-1.5599, 0.5027, 1.9134], [2.9957, -0.6909, -0.0037], [1.6322, -1.4130, -0.9285], [2.1867, 0.2429, -1.2944], [0.1709, 1.1526, -0.9327], [-1.5758, -0.5247, -1.3725], [-1.1826, -1.3194, 0.2092], [-2.0512, -0.3164, 1.8099], [-1.4547, 1.9051, 0.4400]],
  "forces_ev_per_angstrom": [[0.3, -0.2, -0.2], [0.0, -0.1, 0.1], [0.1, 0.2, -0.2], [-0.1, 0.1, 0.0], [-0.1, -0.1, -0.4], [0.3, -0.4, 0.1], [-0.1, -0.1, -0.1], [0.1, 0.1, 0.1], [0.0, -0.1, 0.1], [0.3, 0.1, 0.2], [-0.1, 0.5, 0.3], [-0.1, 0.4, 0.0], [0.0, 0.1, 0.5], [-0.7, -0.6, -0.6]]
}

{
  "formula": "CH4O4P",
  "method": "ωB97M-V/def2-TZVPD",
  "gap_ev": 7.7,
  "charge": -1,
  "e_above_lowest_kj_mol": 465.0,
  "homo_energy_ha": -0.1340,
  "elements": ["C", "O", "O", "O", "O", "P", "H", "H", "H", "H"],
  "positions_angstrom": [[1.2147, -0.1457, -1.7250], [-1.0820, 0.1247, -0.4726], [2.1518, -0.6049, -2.3415], [-0.4654, 0.9103, 2.1246], [0.5340, 1.9290, 1.9219], [-0.5634, -0.3992, -1.8045], [-0.3230, -1.7493, -1.6660], [1.2319, 0.8841, -1.1546], [1.0823, 1.5113, 1.1149], [-0.9772, 0.9228, 1.1910]],
  "forces_ev_per_angstrom": [[0.1, 1.8, -0.5], [-0.7, 0.7, 0.9], [0.1, 0.0, 0.4], [-1.4, 0.4, -2.2], [1.6, -1.5, -2.6], [-0.5, 0.1, -0.7], [-0.1, -1.6, 0.1], [1.0, -0.9, -0.1], [-1.7, 1.3, 2.5], [1.5, -0.6, 2.1]]
}

{
  "formula": "C8H24BKO4",
  "method": "ωB97M-V/def2-TZVPD",
  "gap_ev": 8.2,
  "e_above_lowest_kj_mol": 194.7,
  "homo_energy_ha": -0.3017,
  "elements": ["K", "B", "H", "H", "H", "H", "C", "O", "C", "C", "O", "C", "H", "H", "H", "H", "H", "H", "H", "H", "H", "H", "C", "O", "C", "C", "O", "C", "H", "H", "H", "H", "H", "H", "H", "H", "H", "H"],
  "positions_angstrom": [[0.4087, 0.6830, 0.7562], [2.9148, -0.5926, 1.3660], [3.1808, -0.1215, 2.3340], [3.7451, -1.1980, 0.9524], [1.9557, -1.1186, 1.5061], [2.8152, 0.2004, 0.6053], [-0.3065, -1.4281, -1.7503], [0.5905, -0.3362, -1.7154], [1.1607, 0.0882, -2.9279], [2.1474, 1.2091, -2.5195], [1.3615, 2.3326, -2.2186], [2.1399, 3.4593, -1.7740], [0.0902, -2.4237, -1.9519], [-0.9347, -1.2637, -2.6318], [-1.0041, -1.3283, -0.9197], [0.4392, 0.2855, -3.7248], [1.7643, -0.6367, -3.4835], [2.6779, 1.5655, -3.4065], [2.7821, 0.7422, -1.7649], [2.8765, 3.2397, -1.0019], [1.4178, 4.1669, -1.3652], [2.5040, 3.9293, -2.6892], [-3.1571, 1.2842, 0.6749], [-2.1373, 1.1148, 1.6114], [-2.3867, 0.2731, 2.7518], [-2.3488, -1.2368, 2.3592], [-1.1134, -1.5344, 1.7464], [-0.7899, -2.8843, 1.6684], [-4.1610, 1.2841, 1.1020], [-3.0903, 0.3878, 0.0501], [-2.9628, 2.0877, -0.0341], [-3.4233, 0.4769, 3.0241], [-1.5906, 0.4351, 3.4762], [-3.2363, -1.4130, 1.7466], [-2.4571, -1.8584, 3.2504], [0.1915, -3.0217, 1.2109], [-1.5123, -3.4548, 1.0821], [-0.5514, -3.3947, 2.6050]],
  "forces_ev_per_angstrom": [[0.3, 0.0, 0.0], [0.5, 0.0, 0.2], [0.9, 1.3, 2.7], [2.1, -2.1, -0.8], [-3.0, -2.0, 0.2], [-0.6, 2.8, -2.4], [-1.0, 0.9, -1.8], [0.1, -0.6, 0.4], [1.3, 0.2, -0.4], [-1.5, -0.4, -2.3], [0.1, 0.5, 2.2], [-1.4, 0.0, -0.7], [0.6, 0.0, 0.8], [-0.4, 0.0, -0.2], [0.4, -0.5, 0.4], [-0.6, 0.9, 0.5], [0.3, -0.8, 0.8], [0.8, -0.8, -0.1], [0.1, 0.7, 0.4], [0.2, -0.2, -0.3], [0.0, 0.0, 0.1], [0.8, 0.1, 0.2], [-0.1, -1.9, -0.9], [1.2, 0.9, 1.2], [-0.3, -1.2, -1.8], [0.0, 0.8, 0.5], [-0.2, 0.9, 0.0], [1.1, -1.3, -0.4], [0.0, 0.5, 0.2], [-0.6, -0.1, -0.4], [0.1, 0.5, 0.6], [0.2, 0.1, 0.9], [-0.4, 0.5, 0.1], [0.2, -0.4, -0.5], [-0.1, 0.1, 0.2], [-0.1, 0.7, -0.6], [-0.2, 0.0, 0.1], [-0.9, 0.3, 0.6]]
}

{
  "formula": "C5H12N2O",
  "method": "ωB97M-V/def2-TZVPD",
  "gap_ev": 8.3,
  "smiles": "[H]/N=C/C=O.CCCN",
  "e_above_lowest_kj_mol": 261.4,
  "homo_energy_ha": -0.3221,
  "elements": ["C", "C", "C", "N", "H", "H", "H", "H", "H", "H", "H", "H", "H", "C", "C", "N", "O", "H", "H", "H"],
  "positions_angstrom": [[-1.2306, -0.0081, -1.0634], [0.1354, 0.9190, -0.7604], [1.2745, 0.5041, -1.6756], [-1.0548, -1.4131, -1.0939], [-0.5792, -1.7485, -0.2426], [-0.5012, -1.7030, -1.8914], [-1.5962, 0.3281, -2.0376], [-1.9679, 0.2618, -0.3039], [0.4645, 1.0531, 0.2682], [-0.2179, 1.9186, -1.0158], [0.9746, 0.5813, -2.7196], [2.1441, 1.1381, -1.5288], [1.5645, -0.5323, -1.4958], [0.8613, -0.7055, 1.6648], [-0.3395, -0.1546, 2.3500], [-0.2202, 0.9055, 3.0202], [0.8652, -1.7766, 1.0879], [-1.0906, 1.2824, 3.3911], [1.7721, -0.1038, 1.8145], [-1.2581, -0.7466, 2.2321]],
  "forces_ev_per_angstrom": [[1.9, 1.9, 0.8], [-1.9, -0.5, -1.2], [-0.2, 0.0, 0.2], [0.3, -1.2, 0.5], [-0.4, 0.1, -0.8], [0.0, 0.0, 0.1], [0.0, 0.1, 0.1], [-0.1, 0.0, -0.1], [-0.2, -0.5, 0.1], [0.1, 0.2, -0.2], [0.0, 0.0, -0.1], [0.2, 0.0, 0.0], [0.1, 0.0, 0.1], [0.5, -1.2, 0.3], [-0.8, -0.2, 0.1], [0.3, 0.4, -0.3], [0.0, 1.0, 0.5], [-0.1, -0.4, 0.2], [0.0, 0.0, -0.2], [0.1, 0.2, -0.1]]
}

{
  "formula": "C4H5NO2",
  "method": "ωB97M-V/def2-TZVPD",
  "gap_ev": 9.4,
  "e_above_lowest_kj_mol": 361.1,
  "homo_energy_ha": -0.3350,
  "elements": ["O", "C", "N", "C", "C", "O", "C", "H", "H", "H", "H", "H"],
  "positions_angstrom": [[0.8368, 2.2024, 0.8044], [0.4887, 1.1347, 0.3458], [1.2733, 0.1008, -0.0632], [0.5343, -0.9849, -0.6877], [-0.9260, -0.6105, -0.7012], [-1.2343, -0.2984, 1.1440], [-0.9410, 0.6544, 0.0828], [2.2717, 0.1167, 0.0755], [0.6751, -1.9457, -0.1792], [0.8185, -1.1266, -1.7405], [-2.1074, -0.6808, 0.9511], [-1.6897, 1.4378, -0.0318]],
  "forces_ev_per_angstrom": [[-0.2, -0.4, -0.1], [0.1, 0.1, 0.0], [0.0, 0.2, 0.1], [-0.1, -0.1, 0.0], [0.3, 0.1, 0.0], [-0.1, -0.1, 0.1], [-0.1, 0.1, -0.1], [-0.1, 0.0, 0.0], [0.0, 0.1, -0.1], [0.0, 0.0, 0.1], [0.0, 0.1, 0.1], [0.1, -0.2, 0.0]]
}

{
  "formula": "C5H5NO",
  "method": "ωB97M-V/def2-TZVPD",
  "gap_ev": 7.4,
  "e_above_lowest_kj_mol": 570.2,
  "homo_energy_ha": -0.3305,
  "elements": ["O", "C", "C", "C", "C", "C", "N", "H", "H", "H", "H", "H"],
  "positions_angstrom": [[-1.2164, -0.4504, -0.9636], [-1.1608, -0.6846, 0.4368], [-0.2990, 0.1315, 1.2971], [0.2066, 1.2840, 0.7633], [0.6359, 2.3469, 0.3266], [1.6987, -1.3712, -0.7987], [2.6845, -1.7004, -0.2940], [-1.2887, 0.5053, -1.1011], [-2.1522, -0.5461, 0.9123], [-0.9389, -1.7492, 0.5673], [0.7648, -1.0618, -1.2425], [1.0653, 3.2960, 0.0964]],
  "forces_ev_per_angstrom": [[0.0, 0.3, -0.1], [0.1, -0.1, 0.2], [-0.1, 0.1, -0.2], [0.1, 0.4, -0.1], [-0.2, -0.5, 0.2], [1.0, -0.4, 0.5], [-1.1, 0.4, -0.6], [0.0, -0.1, -0.1], [0.1, 0.0, 0.0], [0.0, 0.1, 0.1], [0.1, 0.0, 0.0], [0.0, -0.1, 0.0]]
}

{
  "formula": "BaH12O6",
  "method": "ωB97M-V/def2-TZVPD",
  "gap_ev": 9.1,
  "charge": 2,
  "e_above_lowest_kj_mol": 2250.0,
  "homo_energy_ha": -0.5947,
  "elements": ["Ba", "O", "H", "H", "O", "H", "H", "O", "H", "H", "O", "H", "H", "O", "H", "H", "O", "H", "H"],
  "positions_angstrom": [[-0.0514, 0.0432, 0.2390], [0.7722, -0.9943, -1.1191], [0.4782, -1.7152, -1.6761], [1.5569, -0.6600, -1.5534], [-1.7663, -0.5275, 0.9946], [-2.5400, -1.0089, 0.7015], [-2.0528, -0.0718, 1.7861], [0.7849, 1.6462, 0.9357], [1.5605, 1.4890, 1.4742], [0.6711, 2.5965, 0.9504], [1.0224, 1.0471, -1.1546], [1.2276, 1.1368, -2.0852], [1.4506, 1.7967, -0.7411], [0.3664, -1.0546, 1.6932], [-0.3936, -1.3525, 2.1931], [1.1144, -1.2379, 2.2616], [-1.1480, -0.3486, -1.3367], [-2.0482, -0.0255, -1.3737], [-1.0050, -0.7586, -2.1898]],
  "forces_ev_per_angstrom": [[-2.8, 7.5, 5.4], [7.2, -9.5, -9.5], [0.3, -1.2, -0.3], [0.9, -0.5, -0.2], [-11.2, -3.2, 4.1], [-1.1, -0.8, 0.1], [-0.7, 0.5, 0.8], [5.1, 10.9, 5.3], [0.7, 0.2, 0.7], [-0.1, 1.4, 0.4], [5.9, 6.7, -8.0], [0.3, 0.5, -1.1], [0.3, 0.5, -0.4], [4.4, -9.8, 12.7], [-0.3, -0.8, 0.5], [0.9, -0.7, 0.8], [-8.2, -2.0, -9.9], [-0.9, 0.3, -0.4], [-0.7, -0.1, -1.1]]
}

{
  "formula": "C8H13F2N",
  "method": "ωB97M-V/def2-TZVPD",
  "gap_ev": 9.8,
  "smiles": "C=C[C@]1(C)CC(F)(F)CN1C",
  "e_above_lowest_kj_mol": 2.3,
  "homo_energy_ha": -0.3292,
  "elements": ["C", "C", "C", "C", "C", "C", "C", "C", "N", "F", "F", "H", "H", "H", "H", "H", "H", "H", "H", "H", "H", "H", "H", "H"],
  "positions_angstrom": [[0.9985, 2.4219, 0.9703], [0.1126, 1.4497, 0.6540], [1.6628, 0.0707, -0.8255], [-0.0968, -0.9912, -2.0449], [0.3909, 0.0640, 0.0688], [1.4076, -1.0195, -1.8235], [0.5081, -1.0758, 1.1201], [-1.9723, -0.7347, -0.5723], [-0.6355, -0.1437, -0.9269], [1.8541, -2.2292, -1.3016], [2.2628, -0.8926, -2.9282], [0.5747, 3.3666, 1.2277], [2.0791, 2.4246, 0.9014], [-0.8865, 1.7846, 0.6501], [1.7282, 0.9925, -1.2766], [2.5581, -0.2270, -0.2961], [-0.3955, -0.3752, -3.0319], [-0.4641, -1.9995, -2.0416], [0.5977, -2.0129, 0.7053], [-0.4383, -0.8695, 1.7170], [1.3682, -0.8878, 1.9144], [-2.5215, -0.0152, 0.1023], [-2.5312, -0.7695, -1.5835], [-1.8811, -1.6560, -0.0957]],
  "forces_ev_per_angstrom": [[-0.9, -1.1, -0.6], [2.6, 0.5, 0.1], [-0.5, -2.1, 1.5], [-0.2, 2.6, -1.7], [1.5, 0.1, 0.4], [1.4, 0.1, -0.5], [-0.4, 4.3, 3.4], [-0.2, 3.7, -1.6], [-1.3, -2.0, -1.4], [-0.8, 0.2, 0.0], [-1.4, 0.3, 0.4], [-0.1, 0.6, 0.3], [0.0, -0.5, 0.0], [-1.3, -0.1, 0.2], [0.4, 2.0, -1.2], [0.3, 0.4, 0.3], [0.9, -1.9, 1.8], [-0.4, -0.5, -0.2], [0.0, -2.1, -0.8], [1.0, -1.2, -0.4], [-1.6, -0.3, -1.9], [0.5, -0.8, -0.7], [0.7, -0.2, 1.8], [0.0, -1.9, 0.6]]
}